Formula: C25H17F5InN5O4S2
Source: the Open Molecules 2025 dataset
Level of theory: ωB97M-V/def2-TZVPD

M = 725.4 g/mol
relative energy (zero: lowest compared OMol25 entry of this formula, charge and spin) = 12.14 kcal/mol
HOMO energy = -7.97 eV

The geometry in XYZ format:
```
59
Properties=species:S:1:pos:R:3:nbo_charge:R:1
In 0.433 -1.393 -0.411 1.644
S -4.576 -4.340 0.631 2.416
S -1.418 -2.296 -1.623 -0.293
F 1.135 3.799 2.729 -0.284
F 4.952 1.091 2.247 -0.290
F 3.366 -1.034 1.680 -0.318
F -0.447 1.680 2.173 -0.297
F 3.840 3.528 2.763 -0.287
O 0.660 -0.766 1.565 -0.858
O -5.016 -5.681 0.413 -0.937
O -4.641 -3.620 -0.740 -0.933
O -5.174 -3.533 1.653 -0.948
N -1.939 0.410 -1.105 -0.392
N 2.001 0.009 -1.134 -0.615
N -0.641 0.454 -1.055 -0.276
N -3.666 -1.155 -0.935 -0.750
N 1.197 -3.426 0.666 -0.862
C -2.433 -0.884 -1.152 0.298
C 1.418 0.271 1.883 0.201
C 3.625 1.240 2.235 0.276
C -1.409 3.424 -0.590 -0.112
C -1.948 4.675 -0.846 -0.224
C -0.639 -4.983 0.209 -0.283
C -0.120 -3.941 0.964 0.214
C 3.320 -0.231 -1.176 0.070
C 2.807 0.165 1.948 0.256
C -0.477 2.870 -1.464 -0.107
C -2.832 -4.360 0.939 -0.359
C 3.062 2.477 2.493 0.252
C -0.927 -3.218 1.831 -0.293
C 2.453 2.343 -1.228 -0.269
C 1.534 1.286 -1.185 0.315
C 1.684 2.613 2.472 0.269
C -2.297 -3.421 1.803 -0.145
C -0.658 4.827 -2.866 -0.215
C 0.880 1.526 2.179 0.316
C -1.572 5.380 -1.981 -0.201
C 0.090 1.526 -1.201 0.031
C 4.259 0.766 -1.255 -0.271
C 3.804 2.084 -1.259 -0.124
C -2.008 -5.195 0.199 -0.130
C -0.116 3.577 -2.610 -0.196
H -0.374 5.364 -3.762 0.216
H -1.714 2.867 0.284 0.222
H -0.505 -2.427 2.437 0.256
H 5.311 0.524 -1.284 0.237
H -2.668 5.099 -0.158 0.218
H 0.587 3.140 -3.310 0.211
H 1.667 -3.056 1.488 0.423
H -4.283 -2.647 -0.761 0.525
H -2.959 -2.813 2.404 0.256
H -1.998 6.355 -2.180 0.216
H 1.786 -4.116 0.216 0.402
H 3.616 -1.271 -1.127 0.206
H -2.447 -5.954 -0.435 0.247
H 4.509 2.904 -1.280 0.232
H 0.006 -5.565 -0.440 0.216
H -4.181 -0.303 -0.722 0.375
H 2.082 3.357 -1.227 0.250
```